Record 1
A cluster of 2 separate species, CH8N2O2Si2 in total at a distorted geometry. Source: OMol25; level of theory: ωB97M-V/def2-TZVPD.

Last column: natural (NBO) charge in e.
CARTESIAN COORDINATES (ANGSTROEM)
1 C 1.274 -1.396 0.449  0.7907
2 N 2.096 -2.459 0.160  -0.8394
3 N 0.731 -0.789 -0.668  -1.1131
4 O 0.764 -1.173 1.525  -0.6254
5 O -1.100 0.544 -1.940  -1.1023
6 Si -1.793 1.667 0.966  0.4174
7 Si -0.433 0.439 -0.459  1.5874
8 H 2.034 -2.861 -0.750  0.3956
9 H 2.564 -2.951 0.894  0.4130
10 H 1.392 -0.840 -1.541  0.4350
11 H -1.877 1.050 -2.006  0.5039
12 H -2.792 0.682 1.507  -0.1571
13 H -2.417 2.765 0.259  -0.1190
14 H -1.198 2.535 1.959  -0.1012
15 H 0.755 2.787 -0.355  -0.4855

Summary:
* relative energy (zero: lowest compared OMol25 entry of this formula, charge and spin): 366.8 kJ/mol
* multiplicity: 1
* HOMO energy: -7.312 eV

Record 2
A cluster of 2 separate species, C9H14 in total at a distorted geometry. Source: OMol25; level of theory: ωB97M-V/def2-TZVPD.

Last column: Mulliken spin population.
CARTESIAN COORDINATES (ANGSTROEM)
1 C 1.518 0.629 -1.881  0.0084
2 C 2.871 0.173 -1.296  0.0021
3 H 1.088 -0.311 -2.344  -0.0002
4 H 1.013 1.227 -1.137  0.0035
5 H 1.724 1.220 -2.773  0.0032
6 H 2.910 -0.389 -0.418  0.0003
7 H 3.594 0.956 -1.350  0.0002
8 H 3.266 -0.627 -1.974  0.0007
9 C -3.021 1.020 0.685  0.0158
10 C -0.014 -1.098 -0.095  0.0888
11 C -1.124 -0.208 -0.279  0.2461
12 C 0.529 -1.307 1.123  0.0700
13 C -1.844 0.150 0.858  0.1939
14 C -0.155 -0.868 2.217  0.2319
15 C -1.336 -0.138 2.090  0.0940
16 H 0.331 -1.438 -1.092  0.0085
17 H -1.204 -0.091 -1.367  0.0060
18 H 1.526 -1.786 1.149  0.0026
19 H 0.130 -1.182 3.136  0.0024
20 H -2.624 1.950 0.366  0.0149
21 H -3.675 1.114 1.523  -0.0012
22 H -1.834 0.182 2.999  0.0053
23 H -3.670 0.823 -0.140  0.0026

Summary:
* <S²>: 0.77
* relative energy (zero: lowest compared OMol25 entry of this formula, charge and spin): 162.6 kJ/mol
* net charge: +1
* multiplicity: 2
* HOMO energy (alpha / beta): -14.557 / -14.513 eV

Record 3
The molecule C19H30N4O4S. Source: OMol25; level of theory: ωB97M-V/def2-TZVPD.

Last column: natural (NBO) charge in e.
CARTESIAN COORDINATES (ANGSTROEM)
1 C -1.984 4.087 -3.274  -0.6276
2 C -1.422 4.287 -1.900  -0.0991
3 C -0.952 3.271 -1.033  -0.2588
4 C -0.537 3.870 0.143  -0.0076
5 C -0.050 3.478 1.484  0.6618
6 O -0.069 4.327 2.373  -0.6601
7 N 0.414 2.216 1.713  -0.4356
8 C 0.735 1.818 3.073  -0.2190
9 C -0.122 0.652 3.558  -0.4387
10 C 0.105 -0.648 2.775  -0.2143
11 N -0.646 -0.827 1.534  -0.4704
12 C -2.012 -1.288 1.747  -0.2201
13 C -2.568 -1.965 0.501  -0.2375
14 N -1.702 -3.052 0.082  -0.6230
15 C -2.030 -4.348 0.334  0.6812
16 O -3.132 -4.693 0.713  -0.6221
17 C -0.926 -5.395 0.125  -0.3156
18 C 0.253 -4.985 -0.774  -0.4082
19 C -0.272 -5.010 -2.203  -0.6796
20 S -1.221 -6.532 -2.275  2.1706
21 O -2.450 -6.318 -2.987  -0.9312
22 O -0.333 -7.598 -2.664  -0.9471
23 C -1.521 -6.660 -0.502  -0.6710
24 C -0.611 0.268 0.561  -0.2402
25 C 0.580 1.211 0.682  -0.2269
26 N -0.753 5.213 -0.007  -0.4716
27 C -1.283 5.486 -1.227  0.1567
28 C -1.611 6.877 -1.647  -0.6440
29 H -1.731 4.914 -3.938  0.2147
30 H -1.585 3.177 -3.724  0.2164
31 H -3.072 3.996 -3.261  0.2155
32 H -0.956 2.220 -1.268  0.2100
33 H 1.792 1.530 3.118  0.1823
34 H 0.599 2.689 3.706  0.2530
35 H 0.135 0.470 4.605  0.2197
36 H -1.178 0.933 3.538  0.2091
37 H 1.175 -0.750 2.570  0.1879
38 H -0.155 -1.499 3.405  0.2075
39 H -2.006 -2.019 2.557  0.2044
40 H -2.689 -0.468 2.038  0.1770
41 H -3.551 -2.382 0.704  0.2462
42 H -2.670 -1.250 -0.318  0.1953
43 H -0.723 -2.815 0.041  0.4021
44 H -0.570 -5.628 1.132  0.2472
45 H 0.691 -4.022 -0.513  0.2146
46 H 1.048 -5.726 -0.665  0.2310
47 H -0.957 -4.187 -2.407  0.2470
48 H 0.497 -5.068 -2.970  0.2565
49 H -1.007 -7.560 -0.174  0.2508
50 H -2.591 -6.742 -0.329  0.2844
51 H -0.612 -0.156 -0.450  0.1926
52 H -1.521 0.884 0.638  0.1872
53 H 0.747 1.711 -0.268  0.2337
54 H 1.493 0.650 0.896  0.2035
55 H -0.588 5.850 0.756  0.4367
56 H -2.015 6.879 -2.657  0.2275
57 H -2.358 7.328 -0.991  0.2231
58 H -0.727 7.518 -1.637  0.2223

Summary:
* relative energy (zero: lowest compared OMol25 entry of this formula, charge and spin): 87.1 kJ/mol
* structure (SMILES): Cc1cc(C(=O)N2CCCN(CCNC(=O)[C@@H]3CCS(=O)(=O)C3)CC2)[nH]c1C
* multiplicity: 1
* HOMO energy: -8.254 eV

Record 4
A structure of composition C26H26IN9O6S2Ti at a distorted geometry. Source: OMol25; level of theory: ωB97M-V/def2-TZVPD.

Last column: Mulliken spin population.
CARTESIAN COORDINATES (ANGSTROEM)
1 Ti -0.915 0.059 -0.318  0.9667
2 C -5.187 0.473 0.739  0.0000
3 C -4.220 0.182 1.850  0.0016
4 N -4.662 -0.294 2.995  0.0019
5 C -3.776 -0.629 3.961  -0.0006
6 C -2.424 -0.461 3.835  0.0020
7 C -1.452 -0.964 4.870  -0.0005
8 O -0.409 -1.724 4.258  0.0007
9 C -1.948 0.089 2.637  0.0147
10 C -0.547 0.490 2.516  0.0296
11 N 0.009 0.800 1.400  -0.0169
12 C 1.246 1.544 1.510  0.0104
13 C 2.397 0.905 1.948  -0.0125
14 C 3.608 1.581 1.996  0.0018
15 C 3.673 2.914 1.620  0.0014
16 C 2.510 3.582 1.261  0.0013
17 C 1.299 2.903 1.222  -0.0410
18 I -0.419 4.025 0.870  0.0005
19 C -2.844 0.367 1.621  0.0051
20 O -2.437 0.799 0.414  -0.0184
21 H -6.192 0.212 1.060  -0.0001
22 H -5.168 1.532 0.465  -0.0003
23 H -4.928 -0.104 -0.152  0.0001
24 H -4.195 -1.057 4.867  0.0000
25 H -0.953 -0.142 5.385  0.0002
26 H -1.989 -1.536 5.626  0.0000
27 H -0.787 -2.519 3.858  0.0000
28 H 0.015 0.658 3.431  0.0046
29 H 2.328 -0.126 2.271  -0.0008
30 H 4.498 1.067 2.341  0.0000
31 H 4.616 3.445 1.636  0.0000
32 H 2.540 4.639 1.031  0.0001
33 O 1.155 -5.339 1.753  0.0001
34 C 2.219 -4.755 1.215  -0.0002
35 O 3.287 -5.299 1.135  0.0000
36 C 2.055 -3.365 0.688  0.0000
37 C 3.108 -2.663 0.153  -0.0002
38 N 2.621 -1.478 -0.258  0.0013
39 N 1.311 -1.349 -0.021  -0.0057
40 C 0.957 -2.495 0.542  0.0011
41 C -0.478 -2.618 0.922  0.0132
42 O -0.869 -3.526 1.633  0.0088
43 O -1.227 -1.677 0.435  0.0018
44 H 0.381 -4.727 1.761  -0.0002
45 H 4.145 -2.945 0.047  0.0000
46 H 3.134 -0.703 -0.645  0.0003
47 N -2.578 1.815 -1.992  0.0038
48 N -3.042 1.220 -3.172  -0.0012
49 C -3.000 -0.118 -3.330  -0.0004
50 N -3.602 -0.574 -4.436  -0.0002
51 S -2.325 -1.208 -2.230  -0.0081
52 H -3.325 1.902 -1.311  0.0001
53 H -2.208 2.728 -2.220  -0.0008
54 H -3.676 1.750 -3.752  0.0004
55 H -4.058 0.028 -5.100  0.0000
56 H -3.619 -1.566 -4.595  -0.0001
57 N 4.236 0.579 -5.074  0.0000
58 C 4.026 1.334 -3.987  -0.0021
59 S 5.147 2.288 -3.284  0.0044
60 C 2.646 1.149 -3.373  0.0085
61 C 2.003 2.181 -2.713  -0.0154
62 C 0.836 1.906 -2.021  0.0165
63 N 0.321 0.678 -1.910  0.0159
64 C 0.892 -0.289 -2.627  0.0297
65 C 2.037 -0.090 -3.385  -0.0084
66 H 5.128 0.661 -5.538  0.0000
67 H 3.475 0.170 -5.589  0.0000
68 H 2.414 3.184 -2.717  -0.0004
69 H 0.302 2.695 -1.504  -0.0147
70 H 0.424 -1.260 -2.601  0.0005
71 H 2.460 -0.933 -3.921  -0.0003

Summary:
* <S²>: 0.75
* relative energy (zero: lowest compared OMol25 entry of this formula, charge and spin): 88.3 kJ/mol
* net charge: +1
* multiplicity: 2
* HOMO energy (alpha / beta): -10.734 / -11.156 eV

Record 5
A cluster of 2 separate species, C6H13NO in total at a distorted geometry. Source: OMol25; level of theory: ωB97M-V/def2-TZVPD.

Last column: Mulliken spin population.
CARTESIAN COORDINATES (ANGSTROEM)
1 C -1.152 -1.040 -2.901  -0.0181
2 N -1.459 0.060 -2.022  0.3298
3 C -1.442 -0.025 -0.713  0.0660
4 C -2.022 0.967 0.072  0.5188
5 C 1.334 -1.882 1.101  0.0011
6 C 0.556 -1.048 0.158  -0.0253
7 C -0.761 -1.136 0.016  0.0606
8 H -0.195 -1.505 -2.640  0.0150
9 H -1.092 -0.723 -3.933  0.0007
10 H -1.843 -1.879 -2.858  0.0216
11 H -1.520 0.985 -2.431  -0.0175
12 H -2.033 0.977 1.153  0.0319
13 H -2.580 1.761 -0.418  0.0149
14 H 0.709 -2.636 1.559  -0.0004
15 H 2.216 -2.345 0.662  0.0008
16 H 1.676 -1.316 1.972  0.0000
17 H 1.113 -0.366 -0.492  -0.0049
18 H -1.399 -1.891 0.475  0.0050
19 H 3.340 4.467 2.972  0.0000
20 H 3.025 3.946 4.362  0.0000
21 O 3.529 4.629 3.905  0.0000

Summary:
* <S²>: 0.77
* relative energy (zero: lowest compared OMol25 entry of this formula, charge and spin): 94.4 kJ/mol
* net charge: +1
* multiplicity: 2
* HOMO energy (alpha / beta): -13.362 / -13.362 eV

Record 6
The molecule C3H5NO2. Source: OMol25; level of theory: ωB97M-V/def2-TZVPD.

Last column: natural (NBO) charge in e.
CARTESIAN COORDINATES (ANGSTROEM)
1 C -1.730 0.091 0.015  -0.7207
2 C -0.350 -0.492 -0.065  0.5115
3 O -0.115 -1.678 -0.160  -0.5263
4 C 0.828 0.507 0.003  0.5585
5 O 0.648 1.710 0.044  -0.5881
6 N 2.018 -0.128 0.019  -0.8014
7 H -2.463 -0.672 -0.252  0.2355
8 H -1.912 0.429 1.042  0.2498
9 H -1.822 0.971 -0.627  0.2528
10 H 2.025 -1.135 -0.052  0.4208
11 H 2.877 0.397 0.023  0.4076

Summary:
* relative energy (zero: lowest compared OMol25 entry of this formula, charge and spin): 12.7 kJ/mol
* structure (SMILES): CC(=O)C(N)=O
* multiplicity: 1
* HOMO energy: -9.719 eV

Record 7
A structure of composition C10H5ClNO5W at a distorted geometry. Source: OMol25; level of theory: ωB97M-V/def2-TZVPD.

Last column: Mulliken spin population.
CARTESIAN COORDINATES (ANGSTROEM)
1 O 4.594 -4.969 -0.561  -0.0080
2 C 3.795 -4.144 -0.530  0.0454
3 W 0.158 -0.749 -1.035  1.2840
4 O 1.917 -1.029 1.668  0.0525
5 C 1.306 -0.960 0.680  -0.0553
6 C -1.370 0.086 -2.211  -0.0331
7 O -2.220 0.540 -2.864  0.0156
8 C -0.288 -2.668 -1.285  -0.0873
9 O -0.513 -3.807 -1.431  0.2184
10 C 1.652 -0.733 -2.345  -0.0993
11 O 2.547 -0.761 -3.100  0.1683
12 H 2.402 -2.817 -0.678  0.0939
13 Cl -2.251 1.122 3.863  0.1420
14 C -1.655 1.561 2.318  0.0815
15 C -1.704 2.888 1.888  0.0489
16 C -1.200 3.171 0.621  -0.0247
17 C -0.705 2.143 -0.177  0.1144
18 N -0.652 0.858 0.261  0.0288
19 C -1.107 0.564 1.511  0.0135
20 H -2.122 3.653 2.534  -0.0016
21 H -1.190 4.181 0.217  0.0008
22 H -0.348 2.337 -1.196  0.0018
23 H -1.044 -0.467 1.853  -0.0005

Summary:
* <S²>: 2.03
* relative energy (zero: lowest compared OMol25 entry of this formula, charge and spin): 265.6 kJ/mol
* net charge: +3
* multiplicity: 3
* HOMO energy (alpha / beta): -20.552 / -19.420 eV

| no. | E (eV) |
| --- | --- |
| 1 | -23995.39100 |
| 2 | -9549.75564 |
| 3 | -45176.31356 |
| 4 | -105965.29586 |
| 5 | -9961.38015 |
| 6 | -8777.56327 |
| 7 | -36488.18208 |